Density functional theory data (ωB97M-V/def2-TZVPD) for a molecular structure, C22H10F5N3O4PdS.

Geometry as XYZ:
```
46
C22H10F5N3O4PdS (ωB97M-V/def2-TZVPD)
Pd 0.01 -0.10 0.04
S 1.97 1.73 0.08
F -1.64 1.85 4.95
F -1.53 1.80 2.27
F 1.19 -1.91 5.15
F -0.29 -0.01 6.41
F 1.34 -1.96 2.48
O 2.30 2.15 1.43
O 2.75 2.36 -0.96
O 0.46 1.91 -0.17
O 2.05 0.19 -0.02
N -7.42 -7.22 0.55
N -0.08 -2.07 -0.20
N -1.97 -0.05 -0.26
C -0.83 0.86 2.93
C -2.53 -2.45 -0.09
C -3.99 0.91 -0.19
C -2.89 -1.07 -0.15
C 1.02 -2.80 -0.46
C -0.10 -0.09 2.25
C 0.68 -4.13 -0.64
C -4.37 -5.54 1.01
C 0.52 -1.00 4.42
C 0.56 -1.01 3.03
C -0.23 -0.03 5.06
C -3.39 -4.58 0.86
C -5.58 -5.43 0.30
C -0.72 -4.20 -0.50
C -0.91 0.91 4.32
C -6.60 -6.42 0.44
C -2.62 1.13 -0.28
C -3.57 -3.46 0.03
C -4.17 -0.47 -0.12
C -4.79 -3.37 -0.67
C -5.77 -4.33 -0.54
C -1.18 -2.90 -0.21
H 1.99 -2.32 -0.46
H -4.76 1.67 -0.19
H -2.06 2.05 -0.30
H -2.47 -4.67 1.42
H -5.11 -0.99 -0.01
H -4.95 -2.54 -1.34
H 1.35 -4.94 -0.86
H -6.69 -4.24 -1.10
H -4.22 -6.38 1.67
H -1.33 -5.08 -0.62
```

Net charge: -2
Electronic energy: -63539.1622 eV
2S+1: 3
Molecular weight: 613.82 g mol⁻¹

***

Density functional theory data (ωB97M-V/def2-TZVPD) for a molecular structure, C22H10F6GaN3OS7.

Geometry as XYZ:
```
50
C22H10F6GaN3OS7 (ωB97M-V/def2-TZVPD)
Ga 0.12 -0.35 -0.15
S 0.10 4.96 -3.14
S 0.56 3.40 -5.64
S -0.20 -2.38 1.12
S 1.08 1.00 -7.33
S 1.82 -1.34 -1.36
S 1.01 0.91 -4.34
S 0.75 2.00 -1.54
F 2.12 4.61 3.47
F -5.70 -0.05 -2.06
F 1.63 3.34 1.17
F 2.14 3.26 5.84
F 1.64 0.58 5.84
F 1.15 -0.72 3.56
O 1.16 0.61 1.14
N -1.52 1.83 1.77
N 1.52 -5.61 1.58
N 3.87 -4.41 -1.35
C -1.76 -0.22 -0.78
C 1.63 2.62 2.30
C 1.64 1.25 4.68
C 3.02 -3.74 -0.97
C 0.45 3.42 -3.90
C 1.69 5.31 -2.34
C -3.40 0.10 -2.55
C -1.47 2.85 1.26
C 1.37 1.24 2.24
C -4.40 -0.11 -1.64
C 1.88 3.28 3.49
C 0.67 2.24 -3.24
C -1.39 4.12 0.52
C -4.15 -0.39 -0.32
C 1.89 2.61 4.69
C 1.95 -2.88 -0.53
C -2.82 -0.45 0.10
C 1.14 -3.28 0.48
C -2.08 0.05 -2.10
C 1.37 -4.58 1.08
C 1.39 0.59 3.50
C 0.89 1.73 -5.85
H -1.29 0.22 -2.82
H -3.64 0.31 -3.59
H 1.94 4.48 -1.68
H -4.97 -0.55 0.37
H -2.62 -0.67 1.14
H 2.47 5.46 -3.08
H -0.60 4.04 -0.23
H 1.56 6.22 -1.75
H -1.17 4.94 1.20
H -2.33 4.30 0.00
```

Energy above the lowest of the compared OMol25 structures with the same formula, charge and spin: 3.26 kcal/mol
Net charge: -2
Electronic energy: -174025.1091 eV
2S+1: 1
Molecular weight: 740.52 g mol⁻¹

***

- Number 2 is which compound?
  C22H10F6GaN3OS7

***

- Which value of 2S+1 does entry 2 give?
  1